No. 1
This record from OMol25 describes the molecule C6H10. The level of theory is ωB97M-V/def2-TZVPD.

LUMO level (spin up / spin down) = -0.069 / -0.069 eV
HOMO level (spin up / spin down) = -7.77 / -7.77 eV

Cartesian coordinates (Å):
C -0.64 0.08 -1.39
C -0.84 0.01 0.12
C -1.03 -1.45 0.59
C 0.34 0.50 0.93
C 1.60 0.80 0.46
C 2.66 0.68 -0.29
H -1.50 -0.37 -1.90
H 0.26 -0.47 -1.69
H -0.53 1.11 -1.74
H -1.73 0.59 0.40
H -1.18 -1.50 1.68
H -1.91 -1.89 0.11
H -0.15 -2.04 0.33
H 1.31 1.78 1.04
H 0.16 0.59 2.01
H 3.16 1.58 -0.66

=====

No. 2
This record from OMol25 describes a 10-piece molecular cluster, C30H80O30S10 overall at a distorted geometry. The level of theory is ωB97M-V/def2-TZVPD.

LUMO level = -0.047 eV
HOMO level = -10.67 eV
SMILES = CCOS(C)(=O)=O.CCOS(C)(=O)=O.CCOS(C)(=O)=O.CCOS(C)(=O)=O.CCOS(C)(=O)=O.CCOS(C)(=O)=O.CCOS(C)(=O)=O.CCOS(C)(=O)=O.CCOS(C)(=O)=O.CCOS(C)(=O)=O

Cartesian coordinates (Å):
C 2.09 3.39 -6.34
C 2.10 4.42 -5.22
O 3.10 3.86 -4.32
S 3.33 4.56 -2.89
C 2.11 3.68 -1.90
O 4.65 4.16 -2.51
O 2.93 5.94 -2.97
H 1.46 3.50 -7.22
H 2.00 2.40 -5.90
H 3.12 3.39 -6.72
H 2.44 5.38 -5.61
H 1.17 4.46 -4.66
H 2.53 3.62 -0.89
H 2.01 2.65 -2.25
H 1.18 4.22 -1.87
C -5.23 -8.09 2.20
C -4.98 -7.20 3.41
O -3.76 -6.44 3.15
S -3.44 -5.22 4.12
C -2.98 -3.98 2.94
O -4.66 -4.81 4.78
O -2.31 -5.53 4.94
H -5.60 -9.08 2.45
H -4.24 -8.21 1.74
H -5.88 -7.68 1.43
H -5.78 -6.50 3.60
H -4.80 -7.83 4.28
H -2.26 -3.36 3.46
H -3.88 -3.52 2.56
H -2.33 -4.47 2.20
C -5.40 -4.47 -7.77
C -6.04 -3.32 -6.99
O -5.55 -3.29 -5.63
S -4.18 -2.49 -5.43
C -4.25 -2.46 -3.66
O -3.06 -3.27 -5.86
O -4.30 -1.15 -5.95
H -5.85 -4.69 -8.74
H -5.28 -5.33 -7.12
H -4.38 -4.15 -8.03
H -5.85 -2.36 -7.47
H -7.12 -3.44 -7.02
H -4.58 -3.44 -3.30
H -4.98 -1.75 -3.28
H -3.28 -2.25 -3.22
C 4.96 6.83 0.52
C 5.40 5.90 1.63
O 5.22 4.53 1.23
S 4.20 3.60 2.06
C 5.30 3.14 3.41
O 3.15 4.43 2.58
O 3.91 2.46 1.26
H 3.88 7.01 0.51
H 5.12 6.30 -0.42
H 5.51 7.77 0.51
H 6.44 6.05 1.91
H 4.91 6.09 2.59
H 5.55 4.05 3.95
H 6.21 2.71 3.00
H 4.76 2.39 3.98
C -2.60 2.41 -6.97
C -2.05 2.78 -5.60
O -0.76 2.16 -5.39
S -0.59 1.33 -4.01
C -1.65 -0.05 -4.35
O 0.76 0.83 -4.05
O -1.09 2.03 -2.87
H -3.28 1.56 -6.91
H -1.80 2.19 -7.68
H -3.09 3.28 -7.41
H -1.89 3.85 -5.49
H -2.75 2.48 -4.82
H -1.21 -0.63 -5.15
H -2.61 0.24 -4.78
H -1.73 -0.60 -3.41
C -0.55 -0.17 4.47
C -0.21 0.34 5.84
O -0.07 1.80 5.76
S -0.35 2.63 7.11
C -2.13 2.77 7.11
O 0.05 1.80 8.20
O 0.22 3.93 6.93
H 0.15 0.15 3.69
H -1.53 0.25 4.22
H -0.52 -1.26 4.43
H -1.00 0.14 6.57
H 0.73 -0.03 6.24
H -2.45 2.13 7.93
H -2.51 2.44 6.15
H -2.42 3.78 7.39
C 1.57 0.44 1.25
C 1.16 -0.86 0.54
O -0.06 -1.45 1.00
S -1.42 -1.10 0.20
C -1.36 0.68 0.16
O -1.23 -1.53 -1.16
O -2.46 -1.64 1.00
H 1.79 1.21 0.51
H 2.44 0.31 1.89
H 0.73 0.79 1.85
H 1.12 -0.66 -0.53
H 1.94 -1.62 0.65
H -0.56 0.89 -0.55
H -1.16 1.18 1.11
H -2.31 1.06 -0.19
C 1.03 -3.62 4.88
C 1.34 -3.34 3.41
O 0.56 -4.19 2.58
S 1.08 -5.63 2.09
C 2.11 -5.06 0.74
O 1.91 -6.20 3.11
O -0.08 -6.30 1.59
H 1.33 -2.75 5.47
H 1.57 -4.50 5.23
H -0.05 -3.75 4.98
H 1.13 -2.30 3.15
H 2.41 -3.43 3.20
H 2.67 -4.18 1.03
H 1.54 -4.93 -0.18
H 2.79 -5.88 0.51
C 4.43 -1.47 -1.49
C 3.92 -2.18 -2.71
O 3.19 -3.36 -2.31
S 3.20 -4.63 -3.29
C 2.05 -4.04 -4.54
O 4.55 -4.80 -3.78
O 2.56 -5.69 -2.58
H 3.68 -0.96 -0.88
H 5.20 -0.76 -1.82
H 5.02 -2.13 -0.85
H 3.21 -1.60 -3.30
H 4.80 -2.36 -3.33
H 1.61 -4.95 -4.96
H 2.57 -3.45 -5.28
H 1.30 -3.48 -4.00
C -1.96 3.39 3.19
C -1.45 4.81 3.05
O -1.25 5.35 4.39
S -0.24 6.61 4.45
C 1.33 5.75 4.68
O -0.26 7.27 3.18
O -0.59 7.33 5.63
H -2.93 3.26 3.65
H -1.20 2.75 3.66
H -2.01 2.96 2.18
H -0.54 4.76 2.47
H -2.27 5.40 2.65
H 1.78 6.12 5.59
H 2.00 6.10 3.89
H 1.12 4.69 4.59